Record 1
{
  "formula": "C5H6N2O2",
  "method": "ωB97M-V/def2-TZVPD",
  "symbols": ["C", "C", "C", "C", "O", "N", "N", "C", "O", "H", "H", "H", "H", "H", "H"],
  "xyz": [[-2.65, -0.12, -0.17], [-1.49, -0.38, 0.50], [-0.11, -0.06, -0.17], [0.73, 1.27, 0.02], [0.21, 2.36, 0.09], [2.03, 0.92, 0.18], [2.20, -0.47, -0.11], [0.95, -1.17, -0.04], [0.95, -2.34, 0.03], [-3.63, -0.30, 0.27], [-2.67, 0.06, -1.19], [-1.55, -0.64, 1.56], [-0.39, 0.03, -1.26], [2.58, 1.62, -0.28], [2.85, -0.77, 0.57]],
  "lowdin_charge": [0.03, -0.08, -0.10, -0.44, 0.09, 0.08, 0.08, -0.42, 0.13, 0.06, 0.03, 0.10, 0.16, 0.15, 0.12],
  "e_tot_ev": -12355.736,
  "de_lowest_kj_mol": 181.84,
  "lumo_energy_ev": 0.7,
  "smiles": "C=CC1C(=O)NNC1=O",
  "homo_lumo_gap_ev": 10.5
}



Record 2
{
  "formula": "C4H5NO",
  "method": "ωB97M-V/def2-TZVPD",
  "symbols": ["C", "C", "C", "O", "H", "H", "C", "N", "H", "H", "H"],
  "xyz": [[1.89, 0.16, -1.12], [1.27, -0.02, -0.10], [0.71, -0.18, 1.25], [0.71, -1.23, 1.84], [2.48, 0.30, -2.00], [0.36, 0.76, 1.71], [-1.38, -0.19, -0.62], [-1.67, 0.02, 0.60], [-1.04, -1.19, -0.91], [-1.41, 0.57, -1.42], [-1.92, 1.00, 0.77]],
  "lowdin_charge": [0.14, -0.10, -0.35, 0.06, 0.04, 0.12, -0.15, 0.02, 0.08, 0.08, 0.06],
  "e_tot_ev": -7762.766,
  "de_lowest_kj_mol": 362.79,
  "lumo_energy_ev": 0.4,
  "smiles": "C#CC=O.C=N",
  "homo_lumo_gap_ev": 10.8
}



Record 3
{
  "formula": "C30H62Br2N6",
  "method": "ωB97M-V/def2-TZVPD",
  "symbols": ["C", "C", "N", "C", "C", "N", "C", "C", "H", "H", "H", "H", "H", "H", "H", "H", "H", "H", "H", "C", "C", "N", "C", "C", "N", "C", "C", "H", "H", "H", "H", "H", "H", "H", "H", "H", "H", "H", "C", "C", "C", "C", "N", "C", "C", "C", "C", "C", "H", "H", "H", "H", "H", "H", "H", "H", "H", "H", "H", "H", "H", "H", "H", "H", "H", "H", "H", "H", "C", "C", "C", "C", "N", "C", "C", "C", "C", "C", "H", "H", "H", "H", "H", "H", "H", "H", "H", "H", "H", "H", "H", "H", "H", "H", "H", "H", "H", "H", "Br", "Br"],
  "xyz": [[4.55, 1.46, -5.62], [3.69, 0.19, -5.96], [2.29, 0.64, -5.91], [1.33, 0.57, -6.90], [0.11, 1.08, -6.49], [0.35, 1.42, -5.17], [1.65, 1.08, -4.81], [-0.63, 2.08, -4.34], [4.49, 2.08, -6.51], [5.60, 1.21, -5.46], [4.33, 1.99, -4.70], [3.93, -0.65, -5.32], [3.93, -0.21, -6.95], [1.55, 0.10, -7.85], [-0.87, 1.24, -6.91], [2.03, 1.03, -3.80], [-1.42, 2.51, -4.96], [-0.20, 2.80, -3.64], [-1.04, 1.25, -3.77], [-0.03, 4.09, -0.32], [1.40, 4.20, -0.93], [2.43, 3.86, 0.08], [2.45, 2.65, 0.72], [3.40, 2.72, 1.66], [4.08, 3.93, 1.49], [3.47, 4.61, 0.47], [5.24, 4.28, 2.22], [-0.29, 4.75, 0.51], [-0.23, 3.04, -0.12], [-0.62, 4.32, -1.21], [1.69, 5.15, -1.38], [1.29, 3.36, -1.62], [1.73, 1.94, 0.35], [3.77, 1.99, 2.36], [3.69, 5.58, 0.06], [5.69, 5.12, 1.70], [5.86, 3.39, 2.30], [5.00, 4.55, 3.25], [-1.44, 0.27, 4.14], [-0.52, 0.26, 2.86], [0.72, -0.77, 2.85], [0.26, -2.29, 2.96], [1.38, -3.38, 2.76], [1.77, -3.59, 1.21], [2.36, -5.02, 1.14], [1.88, -5.77, 2.43], [0.92, -4.79, 3.20], [2.66, -3.04, 3.56], [-1.84, -0.69, 4.47], [-2.35, 0.87, 4.06], [-0.89, 0.70, 4.97], [-0.14, 1.26, 2.66], [-1.25, 0.01, 2.09], [1.36, -0.32, 3.61], [1.27, -0.51, 1.95], [-0.49, -2.57, 2.21], [-0.13, -2.50, 3.95], [2.40, -2.73, 0.96], [0.78, -3.45, 0.78], [3.43, -4.89, 1.04], [1.96, -5.53, 0.27], [2.69, -6.12, 3.07], [1.36, -6.71, 2.23], [1.07, -4.90, 4.27], [-0.08, -5.03, 2.85], [3.29, -3.91, 3.41], [2.33, -2.94, 4.59], [3.20, -2.18, 3.15], [-4.04, -2.62, 3.79], [-4.92, -2.24, 2.61], [-4.14, -1.34, 1.61], [-4.94, -0.99, 0.33], [-4.07, -0.29, -0.73], [-3.14, 0.84, -0.12], [-2.93, 1.90, -1.24], [-3.79, 1.50, -2.46], [-4.73, 0.49, -1.91], [-3.08, -1.36, -1.26], [-4.61, -3.32, 4.41], [-3.75, -1.80, 4.43], [-3.14, -3.16, 3.48], [-5.73, -1.59, 2.92], [-5.41, -3.13, 2.22], [-3.21, -1.88, 1.46], [-3.85, -0.46, 2.19], [-5.82, -0.40, 0.58], [-5.29, -1.94, -0.08], [-2.24, 0.48, 0.37], [-3.76, 1.25, 0.68], [-1.88, 2.08, -1.47], [-3.35, 2.82, -0.83], [-3.18, 1.07, -3.26], [-4.31, 2.34, -2.91], [-5.06, -0.22, -2.67], [-5.55, 1.04, -1.44], [-2.43, -1.62, -0.42], [-2.50, -0.81, -2.00], [-3.72, -2.15, -1.67], [0.58, 0.07, -1.28], [4.31, 0.31, 4.52]],
  "lowdin_charge": [-0.05, -0.13, -0.05, 0.00, 0.03, -0.09, 0.01, -0.02, 0.08, 0.08, 0.07, 0.13, 0.13, 0.14, 0.14, 0.11, 0.11, 0.09, 0.05, -0.06, -0.14, -0.07, -0.03, 0.01, -0.09, 0.02, 0.00, 0.09, 0.03, 0.07, 0.13, 0.08, 0.02, 0.02, 0.16, 0.11, 0.11, 0.11, -0.09, -0.21, -0.14, -0.07, -0.24, -0.05, -0.13, -0.14, -0.09, 0.02, 0.04, 0.06, 0.08, 0.10, 0.05, 0.06, 0.07, 0.11, 0.12, 0.13, 0.11, 0.12, 0.11, 0.11, 0.11, 0.13, 0.13, 0.10, 0.11, 0.04, -0.10, -0.25, -0.19, -0.08, -0.21, -0.08, -0.14, -0.17, -0.09, 0.03, 0.08, 0.07, 0.07, 0.11, 0.12, 0.09, 0.10, 0.14, 0.13, 0.08, 0.12, 0.05, 0.12, 0.09, 0.13, 0.14, 0.14, 0.08, 0.07, 0.11, -0.32, -0.58],
  "e_tot_ev": -181126.600,
  "charge": 2,
  "lumo_energy_ev": -4.3,
  "homo_lumo_gap_ev": 6.0
}



Record 4
{
  "formula": "C24H25N8PdS2",
  "method": "ωB97M-V/def2-TZVPD",
  "symbols": ["Pd", "C", "C", "N", "N", "C", "N", "S", "C", "C", "C", "C", "C", "N", "H", "H", "H", "H", "H", "H", "H", "H", "H", "H", "S", "N", "C", "C", "C", "C", "C", "N", "C", "C", "N", "C", "C", "C", "C", "C", "N", "H", "H", "H", "H", "H", "H", "C", "C", "C", "C", "H", "H", "H", "H", "H", "H", "H", "H", "H"],
  "xyz": [[-0.40, 0.19, -0.25], [0.47, -3.40, -2.39], [0.45, -2.13, -1.62], [-0.59, -1.40, -1.39], [-1.85, -1.70, -1.86], [-2.89, -0.94, -1.46], [-4.10, -1.24, -1.89], [-2.67, 0.39, -0.39], [1.70, -1.59, -1.05], [2.93, -2.20, -1.21], [4.06, -1.60, -0.66], [3.92, -0.42, 0.05], [2.66, 0.14, 0.19], [1.58, -0.43, -0.35], [-0.51, -3.75, -2.73], [0.89, -4.20, -1.77], [1.11, -3.29, -3.26], [-1.96, -2.47, -2.51], [-4.29, -2.04, -2.48], [-4.89, -0.67, -1.62], [3.02, -3.12, -1.77], [5.03, -2.06, -0.78], [4.78, 0.07, 0.50], [2.50, 1.05, 0.74], [-0.50, 1.65, 7.16], [-0.26, 2.61, 5.89], [-0.33, 1.83, 4.82], [-0.18, 2.28, 3.45], [0.08, 3.62, 3.13], [0.22, 3.96, 1.80], [0.09, 2.98, 0.83], [-0.17, 1.71, 1.12], [-0.29, 1.33, 2.43], [-0.54, -0.08, 2.75], [-0.61, -0.94, 1.71], [-0.83, -2.22, 1.95], [-0.99, -2.73, 3.24], [-0.91, -1.87, 4.30], [-0.68, -0.51, 4.07], [-0.58, 0.48, 5.12], [-0.70, 0.24, 6.42], [0.17, 4.35, 3.92], [0.43, 4.98, 1.50], [0.19, 3.25, -0.21], [-0.89, -2.88, 1.09], [-1.17, -3.79, 3.38], [-1.03, -2.22, 5.32], [0.66, 0.31, -3.96], [-0.47, 1.11, -3.32], [-0.64, 2.45, -4.09], [-0.23, 1.54, -1.90], [0.46, 0.17, -5.02], [0.80, -0.68, -3.52], [1.61, 0.85, -3.88], [-1.42, 0.58, -3.40], [0.27, 3.05, -4.04], [-1.48, 3.03, -3.70], [-0.84, 2.22, -5.13], [-0.98, 2.24, -1.55], [0.78, 1.88, -1.72]],
  "lowdin_charge": [0.98, 0.04, -0.23, -0.07, 0.07, -0.71, 0.18, 0.85, -0.20, 0.05, 0.03, 0.02, -0.05, 0.00, 0.09, 0.12, 0.12, 0.17, 0.15, 0.14, 0.14, 0.14, 0.14, 0.13, 1.15, -0.18, -0.30, -0.05, 0.07, 0.02, -0.09, -0.02, -0.11, -0.14, 0.01, -0.10, 0.01, 0.06, -0.05, -0.30, -0.18, 0.15, 0.14, 0.10, 0.11, 0.13, 0.14, -0.04, -0.46, -0.03, -0.14, 0.10, 0.05, 0.10, 0.12, 0.10, 0.09, 0.10, 0.04, 0.09],
  "e_tot_ev": -62340.425,
  "de_lowest_kj_mol": 0.00,
  "charge": 3,
  "lumo_energy_ev": -10.2,
  "homo_lumo_gap_ev": 6.6
}